Record 1
179
Properties=species:S:1:pos:R:3:forces:R:3 method="wB97M-V/def2-TZVPD" gap_ev=7.3 largest_force_ha_per_bohr=0.065 charge=0 total_energy_ha=-4732.80913 smiles="COCCCC[C@@]1(C[C@H](C)OCc2ccccc2)C[C@@](I)(CCCSC(=S)n2ccnc2)C(=O)N1.CNC(C)=O.CNC(C)=O.CNC(C)=O.CNC(C)=O.CNC(C)=O.CNC(C)=O.CNC(C)=O.CNC(C)=O.CNC(C)=O"
C -1.799 1.288 -4.641 -0.1 -0.9 0.3
O -1.376 2.032 -3.488 -0.1 0.8 -1.6
C -0.691 3.185 -3.962 1.6 0.3 0.7
C 0.756 2.800 -4.402 -0.8 0.6 -0.2
C 1.567 4.088 -4.716 -0.7 -0.4 -0.7
C 2.898 3.784 -5.452 -0.6 0.5 1.2
C 3.927 3.072 -4.508 0.4 0.2 -1.5
C 4.096 4.053 -3.319 0.2 -1.5 0.4
C 5.290 3.793 -2.374 0.9 1.4 0.1
C 6.694 4.087 -3.008 -1.2 -0.2 -0.2
O 5.242 2.510 -1.731 -0.3 1.1 0.2
C 4.688 2.711 -0.426 -0.2 -1.1 0.6
C 4.514 1.337 0.240 0.6 0.7 -0.6
C 3.324 0.951 0.828 0.2 -0.4 0.0
C 3.228 -0.341 1.382 -0.3 0.6 0.0
C 4.331 -1.169 1.335 0.2 -0.8 0.1
C 5.549 -0.776 0.759 -0.4 -0.1 0.2
C 5.639 0.490 0.217 0.0 0.2 0.1
C 3.545 1.601 -4.238 -2.0 -0.6 -1.2
C 4.581 0.589 -4.781 -0.6 0.3 0.7
I 5.353 -0.468 -3.047 0.6 0.2 -0.3
C 3.878 -0.528 -5.618 1.3 0.4 -0.6
C 4.830 -1.577 -6.261 -0.4 -0.3 -0.4
C 4.706 -2.942 -5.542 0.4 0.4 0.3
S 3.286 -3.953 -6.131 -0.4 -0.2 0.3
C 1.803 -2.911 -6.134 0.0 0.6 -1.1
S 1.270 -2.392 -7.579 0.1 -0.1 0.3
N 1.040 -2.517 -4.995 0.6 -0.8 0.1
C 0.292 -3.278 -4.119 -0.4 -0.2 1.3
C -0.228 -2.376 -3.231 0.7 0.0 0.1
N 0.147 -1.070 -3.542 -0.5 -1.6 0.7
C 0.876 -1.235 -4.583 0.8 2.2 -1.0
C 5.527 1.526 -5.592 -1.7 1.3 1.9
O 6.452 1.249 -6.263 1.6 -1.1 -1.5
N 5.117 2.879 -5.414 -0.8 -0.5 0.6
H -1.581 1.783 -5.604 -0.1 0.1 0.5
H -1.244 0.326 -4.633 -0.7 0.5 -0.1
H -2.894 1.134 -4.580 0.5 -0.1 0.0
H -1.195 3.711 -4.799 -0.1 -0.4 0.4
H -0.583 3.920 -3.136 -0.3 -0.5 -0.2
H 0.661 2.181 -5.320 0.2 0.2 0.4
H 1.210 2.176 -3.611 -0.4 0.4 -0.3
H 1.666 4.678 -3.788 0.2 -0.2 -0.5
H 0.942 4.710 -5.397 0.3 -0.3 0.3
H 2.696 3.197 -6.370 0.1 0.1 0.5
H 3.346 4.756 -5.755 -0.1 -0.6 0.1
H 4.091 5.082 -3.715 0.3 -0.3 0.3
H 3.174 3.951 -2.711 0.5 0.1 -0.3
H 5.198 4.544 -1.556 -0.1 -0.2 -0.5
H 6.518 4.864 -3.777 0.3 -0.4 0.3
H 7.393 4.503 -2.266 -0.2 -0.5 -0.2
H 7.063 3.177 -3.507 0.2 0.5 0.2
H 3.717 3.241 -0.504 0.4 -0.2 0.1
H 5.386 3.286 0.224 -0.3 0.0 -0.6
H 2.495 1.665 0.841 0.1 -0.4 0.0
H 2.284 -0.680 1.824 0.4 0.1 -0.3
H 4.267 -2.188 1.738 -0.1 0.4 -0.1
H 6.378 -1.493 0.756 -0.2 0.4 -0.1
H 6.564 0.865 -0.237 -0.4 -0.2 0.1
H 3.029 1.348 -3.299 0.9 0.2 0.0
H 2.721 1.452 -4.983 0.4 0.1 0.5
H 3.212 -1.091 -4.947 0.1 0.7 -0.3
H 3.330 -0.038 -6.452 0.0 -0.2 0.6
H 5.881 -1.244 -6.365 -0.5 -0.1 0.5
H 4.496 -1.738 -7.309 0.2 0.1 0.5
H 4.642 -2.859 -4.447 0.1 0.1 -0.5
H 5.611 -3.544 -5.761 -0.7 -0.1 0.0
H 0.132 -4.355 -4.118 0.5 0.5 -0.4
H -0.886 -2.492 -2.368 2.7 -1.6 -1.2
H 1.324 -0.360 -5.061 -0.1 -0.7 -0.3
H 4.879 3.309 -6.304 0.9 0.1 0.0
C -3.641 3.553 -2.199 0.0 0.2 -0.1
C -5.123 3.498 -2.443 -0.2 0.0 -0.1
O -5.651 3.958 -3.445 0.0 0.0 0.0
N -5.864 2.888 -1.480 0.4 0.2 -0.1
C -5.374 2.289 -0.246 -0.7 -0.1 -0.2
H -3.157 4.052 -3.034 -0.1 0.0 0.0
H -3.425 4.118 -1.288 0.1 -0.1 0.1
H -3.239 2.544 -2.121 0.1 0.1 0.1
H -6.853 2.861 -1.678 0.0 0.0 0.0
H -5.649 1.234 -0.243 0.2 0.0 0.3
H -5.856 2.783 0.601 0.2 -0.1 0.1
H -4.297 2.379 -0.149 -0.1 0.0 -0.1
C -1.807 -1.435 0.352 -0.7 0.6 -0.7
C -3.258 -1.201 0.006 -0.2 0.2 0.0
O -4.087 -0.842 0.837 0.2 -0.1 0.0
N -3.639 -1.396 -1.286 0.0 0.0 0.2
C -2.820 -1.812 -2.411 -1.4 0.5 0.6
H -1.652 -1.241 1.405 -0.1 0.0 0.0
H -1.530 -2.469 0.149 -0.4 1.4 -0.5
H -1.172 -0.757 -0.221 0.1 0.0 0.0
H -4.619 -1.221 -1.447 0.0 0.0 0.0
H -2.866 -1.040 -3.182 0.3 -0.1 -0.1
H -3.230 -2.740 -2.818 0.3 -0.1 -0.1
H -1.786 -1.971 -2.124 -2.7 1.3 0.7
C -0.992 -3.338 3.572 -0.5 0.9 1.4
C 0.236 -2.620 3.084 0.4 0.4 0.3
O 0.318 -2.161 1.946 0.6 0.5 0.6
N 1.274 -2.488 3.946 -0.4 -0.1 -0.2
C 1.368 -2.957 5.313 0.4 0.3 -0.1
H -1.733 -3.365 2.776 0.2 0.6 2.2
H -0.739 -4.362 3.846 -0.1 0.1 0.3
H -1.421 -2.816 4.421 0.2 -0.1 0.2
H 2.062 -1.998 3.552 0.1 0.0 0.1
H 1.545 -2.098 5.965 -0.1 -0.1 0.1
H 2.216 -3.640 5.391 -0.1 -0.1 0.2
H 0.465 -3.469 5.628 0.0 0.0 -0.1
C 1.363 -8.257 3.405 0.1 0.0 0.1
C 0.546 -7.013 3.171 -0.2 0.2 0.1
O 0.905 -5.913 3.579 0.1 -0.1 0.0
N -0.615 -7.143 2.486 0.3 -0.7 1.2
C -1.199 -8.350 1.927 -0.3 0.4 0.4
H 2.259 -7.994 3.964 -0.1 0.1 0.0
H 0.793 -8.982 3.988 0.0 -0.1 -0.1
H 1.665 -8.695 2.452 -0.1 -0.2 0.1
H -1.109 -6.271 2.365 -0.1 -0.4 0.3
H -1.314 -8.217 0.851 -0.2 -0.6 0.5
H -2.185 -8.499 2.373 0.1 -0.2 -0.2
H -0.582 -9.222 2.116 0.1 0.1 0.1
C 0.567 7.064 -0.277 0.0 0.1 -0.1
C 1.079 5.656 -0.442 0.1 -0.3 -0.1
O 1.880 5.355 -1.322 0.0 0.1 -0.1
N 0.624 4.713 0.412 0.1 0.4 -0.1
C -0.324 4.865 1.502 0.3 -0.6 0.0
H 1.021 7.699 -1.034 0.0 -0.1 0.0
H -0.516 7.090 -0.406 0.0 0.0 0.2
H 0.836 7.451 0.707 -0.2 0.0 0.0
H 1.011 3.797 0.240 -0.1 0.0 0.0
H 0.164 4.564 2.433 -0.1 0.1 0.1
H -1.169 4.206 1.317 -0.2 0.2 0.2
H -0.678 5.885 1.594 0.0 0.0 -0.1
C -0.083 -0.381 8.716 0.1 0.0 0.1
C -0.171 0.343 7.395 0.1 0.3 -0.3
O 0.758 1.007 6.958 0.1 -0.1 0.1
N -1.326 0.238 6.691 0.2 -0.1 0.4
C -2.533 -0.497 7.038 0.0 0.3 -0.6
H 0.895 -0.201 9.155 0.0 0.1 -0.1
H -0.845 -0.009 9.404 0.0 -0.2 0.0
H -0.205 -1.455 8.568 -0.1 0.0 0.1
H -1.311 0.746 5.820 0.0 -0.1 0.0
H -2.727 -1.226 6.252 -0.2 0.0 0.3
H -3.365 0.210 7.081 -0.1 -0.2 0.2
H -2.441 -1.007 7.992 0.1 0.1 0.0
C -5.070 7.058 0.636 0.0 -0.1 -0.1
C -3.968 6.543 1.527 0.1 -0.2 0.0
O -3.215 5.646 1.174 -0.1 0.0 -0.1
N -3.828 7.106 2.756 -0.2 0.0 -0.3
C -4.612 8.170 3.354 0.4 -0.2 0.3
H -5.053 6.511 -0.304 0.1 0.0 0.1
H -6.042 6.905 1.107 0.0 0.2 0.0
H -4.920 8.117 0.422 -0.1 0.0 0.1
H -3.072 6.710 3.294 -0.1 0.0 0.0
H -3.948 9.001 3.598 -0.2 0.1 0.0
H -5.061 7.797 4.276 -0.1 0.2 0.0
H -5.395 8.519 2.689 0.1 -0.1 0.0
C -4.132 -4.384 7.052 0.1 0.0 0.0
C -4.233 -3.661 5.732 -0.1 0.1 -0.3
O -3.311 -2.991 5.287 -0.2 -0.2 0.2
N -5.389 -3.770 5.032 0.2 -0.1 0.3
C -6.587 -4.509 5.381 0.1 0.3 -0.5
H -3.152 -4.199 7.485 0.0 0.1 -0.1
H -4.891 -4.017 7.744 0.0 -0.2 0.0
H -4.247 -5.459 6.905 -0.1 0.0 0.1
H -5.378 -3.259 4.161 0.0 0.0 0.0
H -6.787 -5.242 4.598 -0.1 -0.1 0.1
H -7.425 -3.812 5.431 -0.1 -0.2 0.1
H -6.486 -5.019 6.334 0.1 0.0 0.0
C -1.047 -4.068 1.152 0.2 -2.1 -1.6
C -1.561 -5.367 0.593 -0.1 0.4 -0.8
O -2.758 -5.621 0.534 -0.1 -0.2 0.2
N -0.651 -6.272 0.145 0.0 1.1 -1.2
C 0.796 -6.160 0.129 -0.4 -0.3 -0.4
H -1.889 -3.454 1.465 0.2 -0.8 -1.1
H -0.413 -4.251 2.021 0.1 -0.6 -1.4
H -0.488 -3.524 0.388 0.4 -0.7 0.3
H -1.069 -7.116 -0.214 0.2 0.5 -0.4
H 1.143 -6.253 -0.902 0.2 0.1 0.1
H 1.217 -6.978 0.716 0.2 0.1 0.0
H 1.134 -5.213 0.538 -0.1 0.0 0.1

Record 2
198
Properties=species:S:1:pos:R:3:forces:R:3 method="wB97M-V/def2-TZVPD" gap_ev=10.5 largest_force_ha_per_bohr=0.074 charge=0 total_energy_ha=-6370.95326
C 4.273 -3.625 2.201 0.4 0.2 -0.4
Cl 4.583 -3.563 3.933 -0.1 0.0 0.1
Cl 3.145 -4.888 1.727 0.0 -0.2 0.2
H 3.894 -2.670 1.855 -0.3 0.0 0.2
H 5.227 -3.807 1.721 0.0 -0.2 -0.1
C 3.212 -3.392 -2.701 -0.7 -0.4 -0.1
Cl 3.387 -2.887 -1.031 -0.2 0.3 0.0
Cl 4.217 -4.833 -2.978 0.1 0.2 -0.4
H 2.188 -3.716 -2.878 0.0 -0.1 0.3
H 3.387 -2.578 -3.398 0.7 -0.1 0.0
C -4.454 -4.944 -1.837 0.0 0.1 -0.2
C -3.228 -5.580 -1.202 -0.7 0.3 -0.6
O -2.901 -4.895 0.002 -0.5 0.2 -0.4
C -1.713 -5.191 0.508 -0.4 0.4 0.7
O -0.905 -5.925 0.036 1.0 -0.8 -0.8
O -1.610 -4.543 1.648 0.2 1.5 0.9
C -0.326 -4.580 2.285 0.8 -1.8 0.1
H -4.285 -3.982 -2.328 0.4 -0.2 0.3
H -5.263 -4.777 -1.124 0.0 -0.3 0.0
H -4.755 -5.629 -2.636 -0.3 0.1 0.2
H -2.424 -5.523 -1.934 0.3 -0.1 0.3
H -3.456 -6.619 -0.973 0.2 -0.1 0.0
H 0.499 -4.254 1.659 -0.3 0.1 -0.4
H -0.172 -5.640 2.529 0.4 0.2 0.0
H -0.233 -4.032 3.217 -1.0 0.4 -0.1
C 4.403 7.411 5.881 0.4 -1.0 0.3
C 4.889 7.124 4.474 0.1 0.8 0.5
O 3.960 6.401 3.673 -0.1 0.6 -0.4
C 3.767 5.131 4.002 0.0 -0.1 -0.3
O 4.223 4.569 4.947 0.6 -0.6 1.1
O 3.005 4.585 3.084 -0.7 0.4 -1.2
C 2.636 3.223 3.193 0.8 -0.7 -0.2
H 5.197 7.965 6.383 -0.2 0.2 0.1
H 4.292 6.462 6.410 -0.1 0.2 0.1
H 3.455 7.936 5.925 0.0 0.3 -0.2
H 5.846 6.607 4.481 0.0 -0.2 0.1
H 5.036 8.097 4.007 -0.1 -0.2 -0.5
H 1.933 3.058 3.999 -0.1 0.0 0.1
H 3.514 2.586 3.337 -0.1 0.2 0.4
H 2.255 2.921 2.217 -0.4 0.3 0.1
C 4.309 -0.881 -8.619 -0.4 0.3 -1.3
C 3.878 0.134 -7.589 1.3 0.4 0.3
O 2.553 -0.105 -7.123 0.5 1.9 -2.1
C 2.435 -0.977 -6.189 -0.3 0.3 0.0
O 3.323 -1.526 -5.634 1.9 -1.5 1.4
O 1.173 -1.120 -5.961 -2.4 -0.9 0.9
C 0.856 -2.177 -5.032 0.1 0.4 0.2
H 4.555 -1.855 -8.211 0.0 0.0 0.1
H 5.126 -0.522 -9.258 0.2 0.0 0.6
H 3.520 -0.981 -9.381 -0.1 -0.2 0.4
H 3.921 1.154 -7.970 -0.5 -0.1 -0.3
H 4.575 0.153 -6.741 -0.3 -0.3 0.0
H 1.398 -3.078 -5.308 -0.1 -0.1 0.1
H -0.214 -2.326 -5.061 -0.1 0.0 -0.2
H 1.133 -1.868 -4.019 0.0 -0.1 -0.1
C 0.054 5.737 2.344 -0.2 1.2 -0.6
C -0.460 4.605 1.519 0.3 -0.8 0.1
O -1.863 4.445 1.811 -0.3 0.1 -0.1
C -2.612 3.868 0.866 0.0 1.0 0.7
O -2.191 3.369 -0.136 0.3 -0.7 -0.8
O -3.891 4.008 1.191 0.3 0.1 0.5
C -4.806 3.451 0.259 -0.1 -0.2 0.0
H -0.631 6.576 2.158 -0.1 -0.2 0.6
H 0.981 6.147 1.942 0.3 -0.5 0.2
H 0.161 5.497 3.391 -0.1 0.1 0.3
H 0.016 3.652 1.776 0.1 0.1 -0.2
H -0.294 4.806 0.462 -0.3 -0.1 -0.1
H -4.820 2.360 0.341 0.2 0.2 0.1
H -4.563 3.719 -0.766 0.3 0.1 0.3
H -5.817 3.788 0.459 0.5 0.4 0.6
C 1.045 2.601 -0.981 0.7 0.2 0.1
C 0.752 1.906 -2.307 -1.3 1.0 1.1
O 1.838 1.936 -3.211 -1.0 0.4 -0.5
C 2.838 1.138 -2.933 0.2 0.2 0.2
O 2.891 0.304 -2.082 -0.5 -1.0 1.0
O 3.827 1.441 -3.725 0.4 0.6 -1.2
C 5.020 0.748 -3.448 0.6 -0.1 -0.1
H 1.810 2.102 -0.375 -0.5 -0.3 0.1
H 0.094 2.753 -0.471 0.1 -0.4 0.2
H 1.459 3.613 -1.103 -0.2 -0.2 -0.5
H -0.062 2.497 -2.734 0.4 0.0 -0.5
H 0.301 0.921 -2.162 0.6 -0.3 0.0
H 5.676 0.987 -4.274 0.2 0.0 -0.1
H 4.837 -0.319 -3.398 0.1 -0.1 0.1
H 5.433 1.122 -2.513 0.1 -0.2 0.1
C -3.940 1.031 -2.061 1.8 -0.3 2.4
C -4.916 1.572 -2.989 0.3 0.2 -2.5
O -6.242 1.171 -2.715 -0.9 0.4 0.4
C -6.908 1.926 -1.834 -0.1 -0.8 -0.3
O -6.463 2.835 -1.193 -0.8 0.0 -1.0
O -8.151 1.475 -1.761 -0.2 -0.3 -0.2
C -9.070 2.310 -1.069 -0.4 0.5 0.0
H -2.920 0.995 -2.445 -0.2 0.1 -0.4
H -4.119 0.011 -1.710 -0.4 0.0 -0.3
H -3.836 1.635 -1.155 -0.2 -0.1 -0.2
H -4.707 1.183 -3.993 -0.3 -0.3 0.1
H -4.818 2.643 -3.175 -0.3 0.2 0.7
H -9.976 1.733 -0.930 0.0 -0.2 0.1
H -9.320 3.179 -1.687 0.1 -0.1 0.1
H -8.686 2.661 -0.113 0.1 -0.1 0.0
O -2.256 -1.252 3.962 0.2 -0.1 0.2
C -3.372 -0.884 4.241 0.7 -0.2 0.4
O -3.948 0.166 3.704 -1.3 0.7 -0.1
C -3.344 0.807 2.580 0.5 -0.2 0.1
C -3.163 -0.151 1.442 0.8 -0.2 -1.0
C -4.270 -1.556 5.216 -0.3 -0.9 0.1
H -2.408 1.252 2.924 0.1 0.0 -0.2
H -4.021 1.601 2.300 -0.2 0.2 0.1
H -2.441 -0.941 1.644 -0.2 0.0 0.3
H -2.714 0.360 0.579 -0.3 0.2 0.1
H -4.095 -0.612 1.119 -0.2 0.1 0.1
H -4.989 -0.898 5.689 0.0 0.2 -0.1
H -3.699 -2.095 5.964 0.2 0.1 0.1
H -4.812 -2.325 4.651 -0.1 0.2 0.1
O -2.944 5.531 6.281 -2.7 -0.2 0.4
C -1.784 5.529 6.108 2.2 0.6 -0.3
O -1.097 4.455 5.675 0.2 -0.4 0.3
C -1.853 3.258 5.425 -0.6 -0.6 -1.5
C -0.890 2.130 5.104 0.1 -0.3 0.7
C -0.892 6.751 6.307 -0.5 -1.1 -0.5
H -2.468 3.404 4.521 0.1 0.4 0.2
H -2.576 2.992 6.194 0.3 0.3 0.5
H -0.272 1.911 5.978 0.4 0.3 -0.3
H -0.304 2.356 4.215 0.3 0.1 0.2
H -1.361 1.159 4.913 -0.5 0.3 -0.1
H -1.544 7.593 6.491 0.0 0.2 0.2
H -0.360 6.889 5.371 0.3 0.2 0.1
H -0.207 6.547 7.123 0.2 0.2 0.0
O -0.248 -4.713 -3.932 0.0 -0.1 0.3
C -0.305 -5.917 -3.804 0.4 0.4 -0.6
O -1.307 -6.641 -4.316 0.4 -0.7 0.2
C -2.200 -5.951 -5.147 -1.7 1.4 -0.4
C -1.586 -5.442 -6.453 0.9 -0.5 0.4
C 0.736 -6.760 -3.161 -0.4 -0.4 1.0
H -2.624 -5.091 -4.602 0.3 -0.1 0.0
H -3.079 -6.580 -5.285 0.4 -0.5 -0.2
H -2.268 -5.411 -7.292 -0.3 0.1 0.1
H -0.750 -6.093 -6.747 -0.3 -0.1 0.0
H -1.126 -4.472 -6.277 -0.2 0.1 -0.2
H 0.773 -7.763 -3.576 0.0 0.1 -0.3
H 0.435 -6.903 -2.110 0.2 0.2 -0.2
H 1.700 -6.271 -3.184 0.1 0.1 0.0
O 2.460 1.065 5.223 -0.1 -0.1 -0.4
C 2.332 0.691 6.366 0.0 1.2 -0.9
O 2.334 -0.555 6.726 -0.2 -1.3 1.7
C 2.531 -1.617 5.794 0.5 0.1 -1.2
C 1.232 -2.147 5.234 0.4 -0.2 0.1
C 2.210 1.691 7.479 0.1 -0.1 0.1
H 3.087 -2.396 6.309 -0.1 0.1 0.3
H 3.171 -1.265 4.978 -0.1 0.1 0.2
H 0.675 -2.648 6.024 -0.3 0.1 -0.1
H 1.490 -2.883 4.469 -0.1 0.0 0.0
H 0.666 -1.360 4.748 -0.2 0.1 0.1
H 1.899 1.295 8.440 0.1 -0.2 0.0
H 1.513 2.460 7.167 0.0 0.2 -0.1
H 3.204 2.137 7.558 -0.1 0.1 0.2
O 5.745 -0.367 2.235 1.2 -0.2 1.9
C 5.167 -0.280 1.206 -1.1 0.4 -0.5
O 5.611 -0.794 0.072 -0.2 -0.4 -1.2
C 6.897 -1.432 0.011 0.3 0.2 -0.3
C 6.950 -2.305 -1.226 0.3 0.4 -0.3
C 3.849 0.439 1.069 0.2 -0.1 -0.7
H 7.139 -1.969 0.928 -0.2 0.1 0.1
H 7.622 -0.627 -0.145 0.1 -0.1 0.4
H 6.351 -3.208 -1.207 -0.2 0.0 0.1
H 7.990 -2.588 -1.415 0.0 -0.1 0.2
H 6.665 -1.678 -2.076 -0.2 -0.3 0.0
H 3.391 0.520 2.044 0.0 0.1 0.2
H 3.198 -0.065 0.357 0.0 -0.1 0.0
H 4.048 1.428 0.641 0.0 0.0 0.2
O 1.291 -1.895 1.537 0.4 -0.6 0.0
C 0.535 -0.998 1.292 0.4 0.7 0.7
O -0.155 -0.866 0.176 -0.5 0.5 -0.9
C -0.120 -1.891 -0.799 -0.6 -1.9 0.3
C -1.402 -1.875 -1.576 -0.6 0.3 -1.1
C 0.213 0.124 2.230 -0.2 0.4 -0.1
H -0.128 -2.868 -0.294 0.5 0.2 0.1
H 0.773 -1.878 -1.417 0.1 0.5 0.0
H -1.448 -2.699 -2.302 0.4 0.0 0.1
H -1.532 -0.972 -2.190 0.0 0.0 0.3
H -2.288 -2.029 -0.953 0.2 0.3 0.2
H -0.264 0.946 1.691 -0.1 -0.1 0.0
H 1.100 0.527 2.713 0.1 -0.3 0.2
H -0.485 -0.286 2.964 0.1 0.2 0.1
O -2.830 0.424 -6.535 -1.4 0.1 -3.5
C -2.373 0.379 -5.464 1.8 1.4 2.2
O -2.697 -0.516 -4.553 0.0 -0.6 0.8
C -3.464 -1.602 -5.024 -0.5 -1.6 0.4
C -4.536 -1.954 -4.018 0.2 0.5 0.4
C -1.388 1.372 -4.927 0.1 0.3 0.3
H -2.785 -2.456 -5.091 0.1 0.0 -0.2
H -3.895 -1.443 -6.007 0.1 0.4 0.0
H -4.104 -2.083 -3.021 0.1 0.0 -0.2
H -5.012 -2.885 -4.313 -0.2 0.0 0.0
H -5.255 -1.137 -3.924 -0.2 -0.2 -0.1
H -1.806 1.883 -4.055 -0.1 0.0 -0.1
H -1.156 2.105 -5.688 0.0 0.1 -0.1
H -0.468 0.897 -4.594 0.0 -0.2 -0.1